Record 1
{
  "formula": "C33H42BrCoN5O4S3",
  "method": "the ωB97M-V functional and the def2-TZVPD basis",
  "molar_mass_g_mol": 807.77,
  "gap_ev": [6.01, 6.01],
  "e_tot_ha": -7008.71091,
  "lumo_energy_ev": [-3.794, -3.793],
  "charge": 1,
  "fmax_ev_per_a": 0.49,
  "elements": ["Co", "Br", "C", "C", "C", "C", "C", "N", "C", "O", "O", "H", "H", "H", "S", "C", "N", "C", "C", "S", "H", "H", "H", "H", "H", "C", "C", "C", "C", "C", "C", "N", "C", "C", "C", "C", "C", "C", "C", "O", "O", "C", "C", "H", "H", "H", "H", "H", "H", "H", "H", "H", "H", "H", "H", "H", "H", "C", "C", "C", "C", "N", "C", "S", "N", "C", "C", "C", "C", "H", "H", "H", "H", "H", "H", "H", "H", "H", "H", "H", "H", "H", "H", "H", "H", "H", "H", "H", "H"],
  "xyz": [[-2.192, 1.300, 0.401], [-1.690, 4.293, 1.615], [-3.439, 3.833, 1.092], [-4.511, 4.696, 1.221], [-5.758, 4.243, 0.816], [-5.902, 2.960, 0.304], [-4.778, 2.170, 0.216], [-3.577, 2.613, 0.601], [-4.746, 0.748, -0.287], [-5.735, 0.194, -0.688], [-3.545, 0.224, -0.223], [-4.366, 5.685, 1.629], [-6.617, 4.894, 0.906], [-6.850, 2.559, -0.025], [-1.993, 1.973, -1.811], [-0.592, 2.878, -2.029], [0.305, 3.196, -1.121], [1.434, 4.023, -1.535], [1.552, 3.810, -3.039], [-0.144, 3.453, -3.608], [0.188, 2.937, -0.152], [2.331, 3.697, -1.006], [1.229, 5.069, -1.291], [2.186, 2.957, -3.276], [1.923, 4.694, -3.551], [3.859, -0.732, -7.066], [4.158, -0.787, -5.592], [5.378, -1.283, -5.151], [5.666, -1.362, -3.797], [4.731, -0.946, -2.869], [3.514, -0.423, -3.298], [2.529, -0.025, -2.358], [2.749, 0.624, -1.178], [3.954, 1.317, -0.936], [4.160, 2.000, 0.241], [3.179, 2.037, 1.234], [1.981, 1.397, 0.998], [1.735, 0.705, -0.195], [0.374, 0.169, -0.459], [0.098, -0.553, -1.403], [-0.533, 0.506, 0.449], [3.214, -0.338, -4.661], [1.888, 0.199, -5.131], [4.651, -1.212, -7.637], [3.772, 0.298, -7.417], [2.920, -1.233, -7.302], [6.104, -1.624, -5.877], [6.612, -1.767, -3.464], [4.931, -1.041, -1.811], [1.609, -0.450, -2.434], [4.722, 1.308, -1.696], [5.100, 2.515, 0.392], [3.356, 2.552, 2.167], [1.199, 1.417, 1.747], [1.407, 0.802, -4.363], [1.198, -0.609, -5.389], [2.007, 0.812, -6.024], [1.142, -3.576, 2.541], [0.828, -2.852, 1.237], [-0.464, -3.316, 0.566], [-1.715, -3.142, 1.416], [-1.918, -1.710, 1.656], [-2.619, -1.051, 2.552], [-2.623, 0.697, 2.527], [-3.375, -1.573, 3.515], [-3.604, -2.959, 3.931], [-2.608, -3.476, 4.962], [-2.491, -2.601, 6.216], [-1.382, -1.555, 6.130], [2.152, -3.349, 2.879], [1.067, -4.659, 2.422], [0.464, -3.278, 3.342], [1.645, -2.999, 0.528], [0.789, -1.775, 1.428], [-0.386, -4.377, 0.315], [-0.604, -2.783, -0.379], [-1.605, -3.664, 2.363], [-2.581, -3.550, 0.890], [-1.415, -1.101, 1.015], [-3.817, -0.872, 4.090], [-3.644, -3.596, 3.052], [-4.606, -2.966, 4.362], [-1.619, -3.582, 4.507], [-2.930, -4.485, 5.229], [-2.301, -3.241, 7.079], [-3.452, -2.117, 6.418], [-0.408, -2.040, 6.042], [-1.360, -0.932, 7.024], [-1.499, -0.895, 5.269]],
  "forces_ev_per_a": [[-0.2, 0.0, -0.5], [0.0, 0.0, 0.0], [0.0, 0.0, 0.0], [0.1, 0.0, 0.0], [0.0, 0.0, 0.0], [0.0, 0.0, 0.0], [0.0, 0.0, 0.0], [0.0, -0.1, 0.1], [-0.1, 0.0, 0.0], [0.0, 0.0, 0.1], [0.2, 0.0, -0.1], [0.0, 0.0, 0.0], [0.0, 0.0, 0.0], [0.0, 0.0, 0.0], [0.0, 0.1, 0.1], [0.1, -0.1, 0.0], [0.0, 0.1, 0.0], [0.1, 0.0, 0.0], [0.0, 0.0, 0.0], [0.0, 0.0, 0.0], [0.0, -0.1, 0.0], [0.0, 0.0, 0.0], [0.0, 0.0, 0.0], [0.0, 0.0, 0.0], [0.0, 0.0, 0.0], [0.0, 0.0, 0.0], [0.0, 0.0, 0.0], [0.0, 0.0, 0.0], [0.0, 0.0, 0.0], [0.0, 0.0, 0.0], [0.0, 0.1, -0.1], [-0.1, -0.1, 0.0], [0.0, 0.1, -0.1], [0.0, 0.0, 0.0], [0.0, 0.0, 0.0], [0.0, 0.0, 0.0], [0.0, 0.0, 0.0], [-0.1, 0.1, 0.0], [0.0, -0.3, 0.0], [-0.1, 0.1, 0.0], [0.0, 0.2, 0.2], [0.0, 0.0, 0.0], [0.1, 0.0, 0.0], [0.0, 0.0, 0.0], [0.0, 0.0, 0.0], [0.0, 0.0, 0.0], [0.0, 0.0, 0.0], [0.0, 0.0, 0.0], [0.0, 0.0, 0.0], [0.1, 0.0, 0.0], [0.0, 0.0, 0.0], [0.0, 0.0, 0.0], [0.0, 0.0, 0.0], [0.0, 0.0, 0.0], [0.0, 0.0, 0.0], [0.0, 0.0, 0.0], [0.0, 0.0, 0.0], [0.0, 0.0, 0.0], [0.0, 0.0, 0.0], [0.0, 0.0, 0.0], [-0.1, 0.0, -0.1], [0.1, 0.1, 0.1], [-0.1, -0.1, -0.2], [0.1, 0.1, 0.2], [0.0, 0.0, 0.0], [0.0, 0.0, 0.0], [0.0, 0.0, 0.0], [0.0, 0.0, 0.0], [0.0, 0.0, 0.0], [0.0, 0.0, 0.0], [0.0, 0.0, 0.0], [0.0, 0.0, 0.0], [0.0, 0.0, 0.0], [0.0, 0.0, 0.0], [0.0, 0.0, 0.0], [0.0, 0.0, 0.0], [0.0, 0.0, 0.1], [0.0, 0.0, 0.0], [0.0, 0.0, 0.0], [0.0, 0.0, 0.0], [0.0, 0.0, 0.0], [0.0, 0.0, 0.0], [0.0, 0.0, 0.0], [0.0, 0.0, 0.0], [0.0, 0.0, 0.0], [0.0, 0.0, 0.0], [0.0, 0.0, 0.0], [0.0, 0.0, 0.0], [0.0, 0.0, 0.0]],
  "mulliken_charge": [0.5473, -0.0243, 0.3777, -0.6840, -0.3079, -0.7739, 0.6087, 0.2932, 0.2848, -0.6506, -0.5613, 0.4735, 0.4423, 0.5580, -0.3562, 0.5009, 0.2631, -0.6347, -0.3221, -0.0753, -0.1264, 0.1588, 0.4586, 0.0332, 0.5250, -1.5484, 1.2292, -0.9128, -0.9411, -0.5136, -0.0695, 0.1922, 0.0233, -0.1187, -1.0249, -0.9368, -0.6043, 0.3008, 1.1838, -0.9106, -0.6216, 0.5597, -1.2575, 0.3943, 0.3361, 0.3370, 0.3642, 0.3996, 0.6084, 0.3974, 0.5680, 0.4024, 0.4553, 0.4553, -0.2093, 0.3777, 0.4566, -1.4436, 0.7092, -1.3458, -0.3816, 0.6422, 0.6302, -0.6489, 0.0174, -1.1625, 0.1518, -0.6514, -0.8967, 0.4803, 0.3232, 0.1510, 0.5320, -0.3657, 0.5420, 0.3766, 0.2437, 0.2513, -0.4876, 0.3546, 0.3862, 0.4775, -0.1213, 0.4140, 0.3570, 0.2906, 0.2781, 0.3826, 0.1329]
}



Record 2
{
  "formula": "C33H42CuF3N3O4S2Sb",
  "method": "the ωB97M-V functional and the def2-TZVPD basis",
  "s_squared": 0.759,
  "molar_mass_g_mol": 851.15,
  "gap_ev": [8.18, 6.60],
  "e_tot_ha": -4724.38786,
  "lumo_energy_ev": [-2.142, -3.974],
  "charge": 1,
  "spin_multiplicity": 2,
  "fmax_ev_per_a": 0.43,
  "elements": ["Cu", "C", "N", "C", "C", "O", "C", "O", "C", "C", "O", "N", "C", "C", "H", "H", "H", "H", "H", "H", "H", "H", "H", "H", "H", "H", "H", "H", "H", "H", "F", "C", "C", "C", "C", "C", "C", "Sb", "C", "C", "C", "C", "F", "C", "C", "C", "C", "C", "C", "F", "C", "C", "H", "H", "H", "H", "H", "H", "H", "H", "H", "H", "H", "H", "C", "C", "C", "S", "O", "C", "C", "C", "H", "H", "H", "H", "H", "H", "H", "H", "H", "H", "H", "H", "H", "H", "S", "C", "N"],
  "xyz": [[0.376, -0.538, -1.774], [4.599, 2.227, -0.024], [3.173, 2.037, -0.225], [2.286, 3.054, 0.331], [2.656, 1.055, -0.952], [1.442, 1.028, -1.216], [3.566, -0.036, -1.517], [2.769, -1.019, -2.139], [3.029, -2.366, -1.811], [1.934, -2.884, -0.875], [1.041, -2.096, -0.536], [1.948, -4.166, -0.522], [0.812, -4.763, 0.173], [2.977, -5.101, -0.941], [4.868, 2.052, 1.019], [5.180, 1.562, -0.656], [4.865, 3.251, -0.291], [2.745, 3.431, 1.245], [2.161, 3.878, -0.373], [1.321, 2.605, 0.559], [4.232, 0.410, -2.264], [4.187, -0.459, -0.723], [3.015, -2.941, -2.739], [4.019, -2.483, -1.363], [-0.029, -4.076, 0.146], [0.526, -5.674, -0.351], [1.081, -5.011, 1.200], [3.876, -4.589, -1.268], [3.246, -5.739, -0.099], [2.609, -5.730, -1.754], [-2.004, 5.165, 3.113], [-1.970, 4.219, 2.161], [-1.512, 4.556, 0.904], [-1.479, 3.568, -0.069], [-1.896, 2.272, 0.214], [-2.348, 1.970, 1.496], [-2.399, 2.942, 2.479], [-1.723, 0.782, -1.258], [-2.020, 1.949, -2.976], [-1.145, 1.840, -4.048], [-1.315, 2.601, -5.195], [-2.384, 3.475, -5.242], [-2.562, 4.220, -6.342], [-3.282, 3.611, -4.197], [-3.089, 2.839, -3.065], [-3.493, -0.330, -1.169], [-4.346, -0.413, -2.263], [-5.480, -1.206, -2.219], [-5.742, -1.918, -1.064], [-6.835, -2.689, -1.014], [-4.911, -1.873, 0.040], [-3.780, -1.078, -0.029], [-1.204, 5.572, 0.700], [-1.126, 3.824, -1.061], [-2.666, 0.969, 1.749], [-2.759, 2.733, 3.477], [-0.315, 1.141, -4.021], [-0.646, 2.521, -6.039], [-4.104, 4.305, -4.284], [-3.787, 2.942, -2.242], [-4.130, 0.136, -3.171], [-6.152, -1.284, -3.061], [-5.146, -2.458, 0.917], [-3.115, -1.068, 0.826], [3.983, 0.720, 3.907], [2.728, 0.128, 4.520], [1.464, 0.459, 3.742], [1.393, -0.321, 2.103], [0.266, 0.364, 1.401], [0.817, -1.981, 2.585], [-0.671, -2.198, 2.360], [-1.577, -1.459, 3.330], [4.865, 0.476, 4.497], [3.910, 1.808, 3.861], [4.151, 0.354, 2.892], [2.596, 0.515, 5.533], [2.828, -0.955, 4.638], [1.401, 1.527, 3.514], [0.563, 0.187, 4.292], [1.104, -2.131, 3.629], [1.388, -2.675, 1.977], [-0.845, -3.276, 2.414], [-0.901, -1.907, 1.332], [-1.303, -1.651, 4.370], [-2.614, -1.776, 3.210], [-1.538, -0.383, 3.159], [-1.740, -4.190, -2.223], [-1.165, -2.732, -2.548], [-0.747, -1.656, -2.806]],
  "forces_ev_per_a": [[0.1, 0.2, 0.3], [0.1, 0.0, 0.0], [0.0, -0.2, -0.2], [0.0, 0.0, 0.1], [0.1, 0.0, -0.1], [0.0, 0.0, 0.0], [0.0, 0.1, 0.1], [0.0, 0.0, -0.1], [0.1, -0.1, 0.0], [-0.1, 0.0, -0.3], [0.1, -0.2, 0.4], [0.0, 0.1, 0.0], [-0.1, 0.1, 0.0], [0.1, -0.1, 0.0], [0.0, 0.0, 0.0], [0.0, 0.0, 0.0], [0.0, 0.0, 0.0], [0.0, 0.0, 0.0], [0.0, 0.0, 0.0], [0.0, 0.0, 0.0], [0.0, 0.0, 0.0], [-0.1, 0.0, 0.0], [0.0, 0.0, 0.0], [0.0, 0.0, 0.0], [0.1, 0.0, 0.1], [0.0, 0.0, 0.0], [0.0, 0.0, 0.0], [0.0, 0.0, 0.0], [0.0, 0.0, 0.0], [0.0, 0.0, 0.0], [0.0, 0.0, 0.0], [0.0, 0.0, 0.0], [0.0, 0.0, 0.1], [0.1, 0.0, -0.1], [-0.1, 0.1, 0.2], [0.0, 0.0, 0.0], [0.1, 0.2, 0.0], [0.0, 0.2, -0.1], [-0.1, 0.1, -0.1], [0.2, -0.1, -0.2], [-0.1, 0.1, 0.0], [0.0, 0.0, 0.0], [0.0, 0.0, 0.0], [0.1, 0.0, -0.1], [-0.1, 0.1, 0.2], [-0.2, -0.2, 0.2], [0.0, 0.1, -0.2], [0.0, -0.1, 0.1], [0.0, 0.0, 0.0], [0.0, 0.0, 0.0], [0.0, 0.0, -0.1], [0.0, 0.0, 0.1], [0.0, 0.0, 0.0], [0.0, 0.0, 0.0], [0.0, 0.0, 0.0], [0.0, 0.0, 0.0], [0.0, 0.0, 0.1], [0.0, 0.0, 0.0], [0.0, 0.0, 0.0], [0.0, 0.0, 0.0], [0.0, 0.0, 0.0], [0.0, 0.0, 0.0], [0.0, 0.0, 0.0], [0.1, 0.0, 0.0], [0.2, 0.1, -0.1], [-0.1, -0.1, 0.2], [-0.1, 0.0, 0.0], [0.1, 0.1, 0.1], [-0.2, 0.1, -0.2], [0.0, 0.0, 0.2], [0.0, 0.0, -0.1], [-0.1, 0.0, 0.1], [0.0, 0.0, 0.0], [0.0, 0.0, 0.0], [0.0, 0.0, 0.0], [0.0, 0.0, 0.0], [0.0, 0.0, -0.1], [0.0, 0.0, 0.0], [-0.1, -0.1, -0.1], [0.0, 0.0, 0.0], [0.1, -0.1, -0.1], [0.0, 0.0, 0.1], [0.0, 0.0, 0.0], [0.0, 0.0, 0.0], [0.0, 0.0, 0.0], [0.1, 0.0, 0.0], [0.0, 0.1, -0.1], [-0.2, -0.3, 0.0], [0.3, 0.1, -0.2]],
  "lowdin_spin": [0.5578, 0.0007, 0.0037, 0.0002, 0.0037, 0.0308, 0.0001, 0.0064, 0.0002, 0.0008, 0.0084, 0.0006, 0.0007, 0.0001, 0.0003, 0.0000, 0.0000, 0.0000, 0.0001, 0.0000, -0.0001, 0.0001, 0.0000, 0.0002, 0.0009, 0.0001, 0.0000, 0.0000, 0.0000, 0.0000, 0.0018, 0.0053, 0.0004, 0.0085, 0.0390, 0.0077, 0.0000, 0.1344, 0.0127, -0.0015, -0.0002, -0.0002, 0.0000, 0.0009, 0.0038, 0.0246, 0.0060, 0.0007, 0.0029, 0.0010, -0.0004, 0.0047, 0.0000, 0.0003, 0.0004, 0.0000, -0.0016, 0.0000, 0.0001, 0.0004, 0.0004, 0.0001, 0.0000, 0.0004, 0.0000, 0.0001, 0.0004, 0.0005, 0.0060, 0.0000, 0.0001, 0.0000, 0.0000, 0.0000, 0.0000, 0.0000, 0.0000, 0.0000, 0.0000, 0.0000, 0.0000, 0.0000, 0.0002, 0.0000, 0.0000, 0.0000, 0.0514, 0.0233, 0.0497]
}